C7H28O7 | wB97M-V/def2-TZVPD

Properties
**Molecular weight**: 224.3 g/mol
**Net charge**: 0
**Relative energy (zero: lowest compared OMol25 entry of this formula, charge and spin)**: 3.742 eV
**LUMO energy**: 0.3 eV
**DFT total energy**: -22042.13607 eV
**Gap between HOMO and LUMO**: 10.3 eV
**HOMO energy**: -9.989 eV

Each line ends with the Löwdin charge.
Cartesian coordinates (Å):
C  -1.262  1.170  4.786  -0.18
O  -1.009  1.690  6.070  -0.11
H  -0.336  0.790  4.357  0.07
H  -1.911  0.283  4.831  0.08
H  -1.774  1.849  4.097  0.07
H  -1.765  1.537  6.638  0.07
C  0.588  0.425  0.563  -0.14
O  -0.173  1.430  -0.091  -0.13
H  1.635  0.720  0.547  0.07
H  0.251  0.325  1.597  0.08
H  0.509  -0.546  0.069  0.07
H  -1.066  1.067  -0.206  0.03
C  -0.507  -1.634  -2.677  -0.17
O  0.348  -2.757  -2.724  -0.12
H  0.089  -0.743  -2.889  0.07
H  -1.268  -1.678  -3.464  0.08
H  -0.985  -1.446  -1.710  0.07
H  -0.108  -3.537  -2.398  0.08
C  3.294  -1.353  2.356  -0.14
O  2.649  -0.516  3.311  -0.13
H  2.870  -1.134  1.375  0.04
H  4.372  -1.171  2.362  0.08
H  3.131  -2.383  2.660  0.08
H  2.705  0.407  3.058  0.07
C  3.189  -1.483  -1.458  -0.16
O  4.593  -1.788  -1.413  -0.13
H  2.865  -1.342  -2.490  0.08
H  2.673  -2.287  -0.940  0.08
H  3.050  -0.476  -1.040  0.06
H  4.758  -2.385  -0.685  0.06
C  -4.136  0.398  -1.102  -0.12
O  -2.946  0.967  -0.548  -0.15
H  -3.854  -0.511  -1.622  0.08
H  -4.854  0.162  -0.316  0.08
H  -4.566  1.116  -1.802  0.08
H  -3.159  1.776  -0.074  0.09
C  -1.597  2.272  -3.375  -0.17
O  -0.242  2.018  -3.060  -0.13
H  -1.655  2.605  -4.410  0.08
H  -2.193  1.359  -3.311  0.06
H  -1.990  3.065  -2.738  0.08
H  -0.216  1.735  -2.134  0.03